[1]
9
Properties=species:S:1:pos:R:3:forces:R:3 method="wB97M-V/def2-TZVPD" e_above_lowest_kcal_mol=48.65 gap_ev=11.299 energy_ha=-809.70080
N -1.871869 -0.615984 0.057200 0.14 0.42 0.27
N 1.905931 0.183313 0.180287 -0.55 0.19 0.27
O -2.464467 -1.493958 -0.472177 -0.35 -0.76 -0.47
O -0.540267 -0.601048 -0.171712 1.47 -0.18 -0.53
O 0.308777 1.786982 -0.776830 -0.11 0.60 -0.81
O -2.297496 0.239624 0.777589 -0.45 0.84 0.59
S 0.425750 0.895649 0.325185 0.22 -1.14 0.88
H 2.143112 -0.589216 0.781678 -0.15 -0.04 0.19
H 2.390530 0.194636 -0.701224 -0.22 0.06 -0.39

***

[2]
9
Properties=species:S:1:pos:R:3:forces:R:3 method="wB97M-V/def2-TZVPD" e_above_lowest_kcal_mol=44.10 smiles="NS(=O)(=O)[N+](=O)[O-]" gap_ev=10.207 energy_ha=-809.70806
N 0.124157 -1.377632 0.371490 0.53 0.02 -2.53
S 0.837697 0.027846 -0.050369 0.83 -0.17 -0.40
O 1.519106 0.617073 1.055491 -0.64 -0.50 -0.51
O 1.414807 -0.073827 -1.355861 -0.68 -0.05 0.98
N -0.643194 1.139600 -0.283210 -5.59 -0.80 2.47
O -1.721380 0.688780 0.490846 4.94 2.14 -3.46
O -0.681205 2.087002 -1.014866 0.52 -1.52 1.15
H -0.409695 -1.309781 1.191796 -0.79 0.27 1.42
H -0.440292 -1.799063 -0.405317 0.88 0.61 0.89

***

[3]
6
Properties=species:S:1:pos:R:3:forces:R:3 method="wB97M-V/def2-TZVPD" e_above_lowest_kcal_mol=4.32 smiles="N1=P2=[P@H]1N2" gap_ev=8.839 energy_ha=-793.39108
N 0.256666 -0.958096 -1.050437 -0.51 0.86 -1.12
P 0.181370 0.625002 -1.343420 0.71 -1.25 -0.19
P 0.132734 -0.814596 0.629080 1.35 0.32 0.28
N 0.009259 0.958383 0.294113 -1.63 -1.90 -0.17
H -1.141759 -1.424134 0.704758 -0.51 0.71 0.20
H 0.561729 1.613441 0.765906 0.59 1.27 0.99

***

[4]
6
Properties=species:S:1:pos:R:3:forces:R:3 method="wB97M-V/def2-TZVPD" e_above_lowest_kcal_mol=47.54 charge=-1 gap_ev=7.228 energy_ha=-240.61622
N 1.276464 1.356565 0.284907 -2.21 -2.04 -0.37
N 1.010175 -0.898921 -0.055805 0.09 -1.51 -0.34
N 0.826129 0.304134 0.150196 2.42 2.26 0.70
O -1.870797 0.359722 0.206930 0.14 -0.31 0.62
H -1.515448 0.474382 -0.668915 0.05 0.14 -0.69
H 0.273477 -1.595881 0.082689 -0.49 1.46 0.07